# 1
Molecular formula: C3H10NO2
Method: DFT, ωB97M-V/def2-TZVPD

The energy above the lowest of the compared OMol25 structures with the same formula, charge and spin is 108.6 kJ/mol. As for the charge: +1. Its orbital gap is 12.642 eV.

```
16
Properties=species:S:1:pos:R:3:lowdin_charge:R:1
O 0.989 -0.524 -0.188 0.04
O 1.935 -0.820 1.791 0.09
N -1.363 0.228 -0.729 -0.10
C -1.641 0.799 0.560 -0.04
C 1.749 -1.191 0.500 -0.24
C -1.352 1.254 -1.828 0.00
H -0.650 1.376 0.673 0.14
H -2.472 1.469 0.587 0.10
H -2.427 1.597 -1.827 0.12
H -0.388 -0.220 -0.646 0.08
H 2.854 -0.825 2.167 0.16
H -2.009 -0.508 -1.006 0.18
H -1.302 0.859 -2.856 0.11
H -0.691 2.111 -1.646 0.11
H 2.441 -1.948 0.101 0.16
H -1.747 0.073 1.345 0.10
```

---

# 2
Molecular formula: C3H10NO2
Method: DFT, ωB97M-V/def2-TZVPD

The energy above the lowest of the compared OMol25 structures with the same formula, charge and spin is 530.6 kJ/mol. As for the charge: +1. Its orbital gap is 9.877 eV.

```
16
Properties=species:S:1:pos:R:3:lowdin_charge:R:1
O 1.871 -0.903 -1.228 -0.06
O 1.866 0.471 -1.224 -0.08
N -0.737 0.208 0.217 -0.18
C 0.035 0.376 1.480 0.05
C -1.375 1.097 -0.440 0.21
C -0.982 -1.164 -0.079 0.02
H -1.879 0.916 -1.289 0.09
H 0.396 -0.519 1.731 0.06
H -1.426 2.134 0.014 0.16
H -0.538 0.687 2.343 0.12
H -1.387 -1.539 0.815 0.12
H -1.435 -1.134 -1.055 0.12
H 0.841 1.138 1.227 0.13
H -0.086 -1.592 -0.279 0.06
H 2.625 -0.980 -1.826 0.12
H 2.211 0.804 -0.408 0.07
```

---

# 3
Molecular formula: C3H10NO2
Method: DFT, ωB97M-V/def2-TZVPD

The energy above the lowest of the compared OMol25 structures with the same formula, charge and spin is 303.5 kJ/mol. As for the charge: +1. Its orbital gap is 8.910 eV.

```
16
Properties=species:S:1:pos:R:3:lowdin_charge:R:1
O 2.187 1.711 0.212 -0.05
O 0.788 -2.468 0.110 -0.11
N -1.577 -0.145 0.590 0.02
C -1.589 -0.182 -0.797 -0.13
C -0.957 0.663 1.395 0.20
C -0.557 0.399 -1.528 0.12
H -0.086 1.156 1.070 0.07
H -1.214 0.635 2.520 0.16
H 1.442 -3.167 0.377 0.07
H -2.541 -0.624 -1.140 0.14
H -0.495 0.084 -2.599 0.10
H 0.230 1.090 -1.216 0.06
H 2.640 2.141 0.997 0.10
H 2.961 1.637 -0.269 0.00
H 0.937 -2.025 -0.766 0.04
H -2.169 -0.905 1.043 0.21
```

---

# 4
Molecular formula: C3H10NO2
Method: DFT, ωB97M-V/def2-TZVPD

The energy above the lowest of the compared OMol25 structures with the same formula, charge and spin is 135.9 kJ/mol. The spin multiplicity is 2. As for the charge: +2. Its orbital gap (alpha / beta) is 11.349 / 6.412 eV.

```
16
Properties=species:S:1:pos:R:3:lowdin_charge:R:1
O -1.678 1.774 -2.174 0.26
O -0.966 0.151 -0.768 0.41
N 0.842 -0.718 1.344 -0.07
C 1.896 0.205 0.778 0.02
C 1.342 -2.129 1.546 0.04
C -1.774 0.978 -1.135 -0.11
H -0.103 -0.626 0.953 0.13
H -2.450 1.641 -2.770 0.21
H 1.987 -0.075 -0.270 0.11
H 0.446 -2.708 1.732 0.11
H 1.650 1.250 0.960 0.11
H 2.816 -0.029 1.305 0.12
H 1.725 -2.451 0.585 0.11
H 0.534 -0.326 2.247 0.18
H -2.708 1.132 -0.538 0.25
H 2.069 -2.109 2.350 0.12
```

---

# 5
Molecular formula: C3H10NO2P
Method: DFT, ωB97M-V/def2-TZVPD

The energy above the lowest of the compared OMol25 structures with the same formula, charge and spin is 397.8 kJ/mol. Its orbital gap is 8.624 eV.

```
17
Properties=species:S:1:pos:R:3:lowdin_charge:R:1
P 1.603 -0.572 0.481 0.54
O 1.895 -0.862 1.879 -0.32
O 1.071 0.945 0.459 -0.33
N 2.970 -0.495 -0.483 -0.13
C 1.148 1.685 -0.769 -0.15
C -0.600 -1.583 -0.597 -0.09
C -1.470 -0.916 0.468 -0.21
H -1.349 0.133 0.270 0.04
H 1.113 2.791 -0.406 0.12
H 1.994 1.564 -1.416 0.05
H -2.528 -1.204 0.388 0.06
H -0.828 -1.114 -1.497 0.01
H -1.235 -1.307 1.540 0.11
H 2.950 -0.709 -1.494 0.06
H 3.840 -1.029 -0.033 0.12
H -0.360 -2.650 -0.608 0.04
H 0.207 1.436 -1.376 0.09
```

---

# 6
Molecular formula: C3H10NO2S
Method: DFT, ωB97M-V/def2-TZVPD

The energy above the lowest of the compared OMol25 structures with the same formula, charge and spin is 230.3 kJ/mol. As for the charge: -1. Its orbital gap is 7.623 eV.

```
17
Properties=species:S:1:pos:R:3:lowdin_charge:R:1
S 1.728 0.733 -1.700 0.64
O -1.767 -0.510 1.727 -0.31
O -1.350 -1.783 -0.420 -0.31
N 0.569 -0.045 1.011 -0.07
C -0.362 -0.893 1.954 -0.26
C -0.038 1.027 -1.184 -0.54
C -0.174 1.063 0.390 -0.34
H 2.192 1.758 -1.049 -0.20
H -0.767 0.156 -1.546 0.09
H -1.348 0.917 0.582 0.13
H -0.200 -0.730 3.021 0.08
H -0.143 -1.928 1.715 0.08
H -1.438 -2.634 -0.421 -0.18
H 0.783 -0.637 0.353 -0.05
H -0.607 1.954 -1.555 0.07
H 0.202 1.952 0.929 0.09
H -1.924 -1.066 0.680 0.09
```

---

# 7
Molecular formula: C3H10NO2S
Method: DFT, ωB97M-V/def2-TZVPD

The energy above the lowest of the compared OMol25 structures with the same formula, charge and spin is 695.2 kJ/mol. As for the charge: +1. Its orbital gap (alpha / beta) is 8.573 / 7.032 eV.

```
17
Properties=species:S:1:pos:R:3:lowdin_charge:R:1
S -0.465 2.459 -2.323 0.92
O 1.137 1.087 -0.992 -0.12
O 0.575 2.214 -1.150 -0.59
N 0.011 -0.417 0.426 -0.23
C -0.865 -1.091 -0.434 -0.02
C 1.214 -1.055 0.841 0.01
C -0.572 0.506 1.368 0.00
H 1.810 -1.185 -0.013 0.11
H -1.813 -1.397 0.100 0.15
H 0.852 -2.000 1.226 0.14
H 0.245 1.197 1.697 0.14
H 1.735 -0.562 1.506 0.06
H -1.371 1.022 0.963 0.08
H -0.962 -0.112 2.260 0.16
H -0.291 -1.941 -0.925 0.14
H -1.160 -0.346 -1.206 0.10
H -0.082 1.621 -3.343 -0.06
```

---

# 8
Molecular formula: C3H10NO2S
Method: DFT, ωB97M-V/def2-TZVPD

The energy above the lowest of the compared OMol25 structures with the same formula, charge and spin is 268.5 kJ/mol. As for the charge: +1. Its orbital gap is 9.585 eV.

```
17
Properties=species:S:1:pos:R:3:lowdin_charge:R:1
S 2.227 0.688 0.208 1.01
O 1.290 1.542 -0.517 -0.56
O -0.444 -1.053 0.055 -0.11
N -1.073 1.488 -1.193 0.13
C 0.440 -1.394 1.120 -0.30
C 1.288 -0.211 1.498 -0.33
C -1.642 1.028 -2.224 0.08
H 0.441 0.499 1.922 0.15
H -1.289 1.190 -3.351 0.17
H 1.158 -2.176 0.767 0.13
H 1.858 -0.469 2.329 0.07
H -1.433 0.988 -0.305 0.16
H -0.047 1.771 -1.052 0.05
H -2.574 0.434 -2.059 0.12
H 2.406 -0.432 -0.417 -0.02
H -1.225 -1.608 -0.096 0.11
H -0.176 -1.803 1.933 0.14
```

---

# 9
Molecular formula: C3H10NO2Si
Method: DFT, ωB97M-V/def2-TZVPD

The energy above the lowest of the compared OMol25 structures with the same formula, charge and spin is 354.5 kJ/mol. As for the charge: +1. Its orbital gap is 10.005 eV.

```
17
Properties=species:S:1:pos:R:3:lowdin_charge:R:1
Si 2.721 -0.309 -0.143 0.63
O -0.622 -1.647 -0.937 0.09
O 1.605 0.947 -0.134 -0.34
N -0.953 1.143 -0.648 0.23
C -2.125 -0.364 0.659 -0.05
C -1.413 -1.648 -0.045 -0.16
C -2.115 0.753 -0.266 -0.04
H 0.036 0.861 -0.273 0.10
H -0.902 1.678 -1.505 0.15
H -3.089 -0.544 0.904 0.08
H 1.866 -1.299 -0.560 -0.09
H 3.228 -0.566 1.240 -0.05
H 3.696 0.089 -1.137 -0.05
H 1.753 1.688 0.507 0.10
H -2.958 1.048 -0.695 0.11
H -1.691 -2.557 0.342 0.11
H -1.425 -0.372 1.613 0.19
```

---

# 10
Molecular formula: C3H10NO3
Method: DFT, ωB97M-V/def2-TZVPD

The energy above the lowest of the compared OMol25 structures with the same formula, charge and spin is 85.0 kJ/mol. The spin multiplicity is 2. Its orbital gap (alpha / beta) is 9.918 / 6.110 eV.

```
17
Properties=species:S:1:pos:R:3:lowdin_charge:R:1
O 0.200 -0.367 -1.183 -0.02
O 0.509 -0.826 1.192 -0.04
O 2.365 -1.376 -0.420 -0.08
N -0.391 1.964 -0.357 0.03
C -0.358 -0.824 -0.015 -0.41
C -1.632 0.023 0.311 -0.10
C -1.320 1.422 0.647 -0.26
H -2.127 2.019 0.525 0.08
H -2.162 -0.457 1.173 0.14
H 1.412 -0.519 1.017 0.07
H -0.273 2.956 -0.610 0.10
H -0.655 -1.848 -0.122 0.17
H 1.714 -0.884 -1.051 0.05
H 3.250 -1.175 -0.614 0.01
H -2.075 -0.087 -0.687 0.13
H -0.982 1.758 1.573 0.10
H -0.109 1.312 -1.076 0.03
```

---

# 11
Molecular formula: C3H10NO3
Method: DFT, ωB97M-V/def2-TZVPD

The energy above the lowest of the compared OMol25 structures with the same formula, charge and spin is 35.5 kJ/mol. The spin multiplicity is 2. Its orbital gap (alpha / beta) is 11.045 / 7.925 eV.

```
17
Properties=species:S:1:pos:R:3:lowdin_charge:R:1
O -1.703 -1.544 -0.832 -0.05
O 0.313 -0.375 -2.084 0.03
O 0.204 2.130 1.911 -0.07
N 1.067 0.130 0.006 -0.02
C 0.254 -1.015 0.561 -0.17
C -1.249 -0.872 0.338 -0.23
C 0.710 0.671 -1.342 -0.33
H 2.031 -0.193 -0.041 0.12
H -1.816 -1.370 1.116 0.12
H 0.651 -1.958 0.202 0.12
H -1.278 -1.143 -1.552 0.01
H -0.280 2.452 1.132 0.03
H -0.085 1.389 -1.200 0.11
H 0.449 -0.873 1.624 0.11
H -1.451 0.202 0.278 0.11
H 1.643 1.085 -1.715 0.13
H 0.539 1.284 1.600 -0.02
```

---

# 12
Molecular formula: C3H10NO3
Method: DFT, ωB97M-V/def2-TZVPD

The energy above the lowest of the compared OMol25 structures with the same formula, charge and spin is 299.2 kJ/mol. As for the charge: +1. Its orbital gap is 9.284 eV.

```
17
Properties=species:S:1:pos:R:3:lowdin_charge:R:1
O -1.580 -1.468 0.782 0.19
O -0.114 -2.584 -0.513 0.28
O 0.547 -1.792 1.412 0.24
N 0.374 0.089 -0.595 -0.22
C -0.388 -2.017 0.569 -0.52
C -0.902 0.486 -1.095 -0.10
C 0.831 0.918 0.449 -0.14
H 0.348 -1.259 2.215 0.19
H -1.215 -0.321 -1.677 0.07
H -2.289 -1.865 0.199 0.21
H 1.899 0.451 0.758 0.14
H -0.004 0.772 1.185 0.09
H 1.080 1.975 0.296 0.09
H -1.655 0.499 -0.284 0.10
H -0.919 1.428 -1.581 0.09
H 1.127 -0.003 -1.234 0.12
H 0.797 -2.476 -0.778 0.18
```

---

# 13
Molecular formula: C3H10NO3P
Method: DFT, ωB97M-V/def2-TZVPD

The energy above the lowest of the compared OMol25 structures with the same formula, charge and spin is 359.0 kJ/mol. Its orbital gap is 9.043 eV. Its SMILES is [H]/N=P/OC.C=O.CO.

```
18
Properties=species:S:1:pos:R:3:lowdin_charge:R:1
P 0.744 -0.518 -1.854 0.78
O 2.070 0.245 -0.031 -0.15
O -0.476 -1.323 2.486 -0.16
O -0.389 0.110 -0.941 -0.53
N 1.072 0.618 -2.866 -0.29
C -0.888 1.418 -0.962 -0.15
C -1.118 -1.877 1.309 -0.16
C 1.708 1.035 0.852 -0.05
H -0.469 -2.015 3.175 0.08
H -0.683 -2.920 0.918 0.11
H -2.199 -2.191 1.531 0.09
H 1.079 0.625 1.595 0.07
H -1.484 1.573 -1.861 0.09
H -0.139 2.120 -0.832 0.04
H 1.872 2.068 0.786 0.08
H 1.779 0.532 -3.706 0.03
H -1.526 1.640 -0.096 0.10
H -0.953 -1.139 0.497 0.03
```

---

# 14
Molecular formula: C3H10NO3S
Method: DFT, ωB97M-V/def2-TZVPD

The energy above the lowest of the compared OMol25 structures with the same formula, charge and spin is 137.3 kJ/mol. As for the charge: -1. Its orbital gap is 7.217 eV.

```
18
Properties=species:S:1:pos:R:3:lowdin_charge:R:1
S 2.029 0.926 0.825 0.24
O 0.452 -1.696 2.054 -0.14
O -2.051 0.980 -0.479 0.02
O -2.399 -0.869 1.932 -0.08
N -0.215 -0.792 -1.247 0.02
C 0.231 0.610 -1.346 -0.45
C 1.703 0.883 -0.991 -0.68
C -0.912 1.329 -0.566 -0.25
H 0.112 -1.177 2.781 0.02
H 2.072 1.825 -1.420 0.03
H -1.563 -1.321 1.776 -0.02
H 0.229 0.890 -2.402 0.12
H -0.099 -1.066 -0.272 0.04
H 0.318 -1.520 -1.712 0.07
H 2.229 0.073 -1.502 0.04
H -2.512 -0.403 1.098 -0.01
H -0.589 2.314 -0.117 0.11
H 0.964 -0.986 1.590 -0.10
```

---

# 15
Molecular formula: C3H10NO4
Method: DFT, ωB97M-V/def2-TZVPD

The energy above the lowest of the compared OMol25 structures with the same formula, charge and spin is 137.0 kJ/mol. As for the charge: -1. Its orbital gap is 8.566 eV.

```
18
Properties=species:S:1:pos:R:3:lowdin_charge:R:1
O 1.621 2.714 0.123 -0.13
O 1.348 1.936 -2.352 -0.13
O 0.151 0.663 1.405 -0.10
O 2.006 -0.356 0.919 -0.03
N 0.141 -1.638 0.882 0.02
C -1.334 -1.643 0.809 -0.31
C -2.017 -0.964 -0.450 -0.12
C 0.805 -0.382 1.066 -0.80
H -1.412 -1.340 -1.394 0.09
H 2.488 2.469 0.504 0.06
H 1.010 1.922 0.389 0.05
H 1.429 2.437 -1.510 -0.03
H 0.438 -2.152 0.019 0.12
H -2.039 -2.567 0.964 0.12
H -1.930 0.173 -0.333 0.08
H -3.001 -1.451 -0.545 0.04
H -1.641 -1.029 1.578 0.05
H 1.937 1.207 -2.076 0.03
```

---

# 16
Molecular formula: C3H10NO4
Method: DFT, ωB97M-V/def2-TZVPD

The energy above the lowest of the compared OMol25 structures with the same formula, charge and spin is 346.1 kJ/mol. As for the charge: -1. Its orbital gap is 8.229 eV.

```
18
Properties=species:S:1:pos:R:3:lowdin_charge:R:1
O -0.058 2.305 1.475 -0.44
O -0.976 -1.184 -0.648 -0.01
O -1.576 -2.541 1.614 -0.12
O 0.184 -0.269 1.152 0.02
N 0.395 0.217 -2.452 0.05
C 1.870 1.162 -0.518 -0.05
C 0.642 0.515 -1.060 -0.33
C -0.169 -0.365 -0.160 -0.56
H 0.124 0.740 1.306 0.03
H -0.468 0.855 -0.606 0.20
H -1.478 -2.178 0.689 -0.01
H 1.664 1.960 0.205 0.06
H -0.827 2.684 1.893 -0.12
H -0.926 -1.965 2.030 0.00
H -0.516 0.596 -2.681 0.07
H 0.230 -0.791 -2.502 0.07
H 2.388 0.434 0.127 0.09
H 2.453 1.395 -1.404 0.07
```

---

# 17
Molecular formula: C3H10NO6
Method: DFT, ωB97M-V/def2-TZVPD

The spin multiplicity is 2. Its orbital gap (alpha / beta) is 9.983 / 5.336 eV.

```
20
Properties=species:S:1:pos:R:3:lowdin_charge:R:1
O -2.105 1.267 3.136 0.09
O -2.174 0.314 -2.592 -0.07
O 1.860 -0.329 -3.104 -0.09
O 1.460 -0.473 -0.587 0.05
O 3.369 0.625 1.040 -0.08
O -0.628 -1.163 -0.962 0.09
N -0.093 -0.509 1.082 0.24
C -1.461 -0.177 1.429 -0.08
C 0.319 -0.809 -0.248 -0.62
C -1.504 1.203 2.093 -0.19
H 3.845 -0.213 1.100 0.04
H 0.604 -0.344 1.818 0.18
H -1.841 -0.934 2.132 0.16
H -1.406 0.877 -2.435 0.03
H 2.046 -0.505 -2.138 0.01
H 0.899 -0.374 -2.977 0.01
H -0.822 2.010 1.804 0.14
H -2.068 -0.227 0.543 0.13
H 2.734 0.384 0.339 -0.01
H -1.871 -0.501 -2.149 0.00
```

---

# 18
Molecular formula: C3H10NOS
Method: DFT, ωB97M-V/def2-TZVPD

The energy above the lowest of the compared OMol25 structures with the same formula, charge and spin is 328.8 kJ/mol. As for the charge: -1. Its orbital gap is 6.000 eV.

```
16
Properties=species:S:1:pos:R:3:lowdin_charge:R:1
S -2.359 -0.102 0.445 0.64
O 1.014 -0.428 -0.156 -0.36
N 2.729 -0.261 -1.868 -0.04
C -1.796 -1.237 1.795 -0.40
C 1.329 -0.133 -1.431 -0.63
C -1.295 1.463 0.615 -0.38
H -1.230 -0.656 2.509 0.03
H -1.670 2.500 0.260 0.06
H 1.108 0.953 -1.785 0.08
H -0.372 0.971 0.214 -0.02
H -2.412 -1.969 2.130 -0.03
H -1.106 -1.825 1.213 0.00
H -1.116 1.612 1.601 -0.05
H 3.135 0.659 -2.095 0.03
H 3.377 -0.881 -1.434 0.01
H 0.664 -0.667 -2.011 0.04
```

---

# 19
Molecular formula: C3H10NOS
Method: DFT, ωB97M-V/def2-TZVPD

The energy above the lowest of the compared OMol25 structures with the same formula, charge and spin is 131.7 kJ/mol. As for the charge: -1. Its orbital gap is 7.315 eV.

```
16
Properties=species:S:1:pos:R:3:lowdin_charge:R:1
S -0.928 -2.446 1.264 0.30
O 0.009 -0.157 -0.218 -0.29
N 0.199 2.231 -0.409 -0.14
C -0.800 2.106 -1.514 -0.17
C 0.771 -3.009 0.991 -0.63
C 0.027 1.040 0.477 -0.43
H 1.323 -2.312 0.320 0.01
H 0.810 1.111 1.209 0.09
H -0.437 -1.085 0.473 -0.11
H 1.151 2.152 -0.857 0.10
H 1.282 -3.082 1.976 -0.01
H -0.915 1.240 0.975 0.09
H 0.741 -4.034 0.532 0.00
H -0.774 2.970 -2.141 0.04
H -1.808 2.071 -0.966 0.09
H -0.652 1.204 -2.111 0.06
```

---

# 20
Molecular formula: C3H10NS
Method: DFT, ωB97M-V/def2-TZVPD

The energy above the lowest of the compared OMol25 structures with the same formula, charge and spin is 53.6 kJ/mol. The spin multiplicity is 2. Its orbital gap (alpha / beta) is 9.729 / 6.648 eV.

```
15
Properties=species:S:1:pos:R:3:lowdin_charge:R:1
S 1.771 0.924 0.137 0.61
N -1.303 -0.172 -1.064 -0.18
C -1.506 -1.632 -1.021 -0.16
C 1.514 -0.185 1.516 -0.55
C -1.974 0.421 0.125 -0.16
H 0.659 -0.859 1.521 0.01
H -0.979 -2.092 -1.859 0.07
H -3.032 0.174 0.071 0.07
H 1.381 0.510 2.359 0.03
H 2.416 -0.771 1.677 0.02
H -1.617 0.095 1.110 0.06
H -2.561 -1.827 -1.216 0.07
H -0.308 0.036 -0.921 -0.02
H -1.153 -2.093 -0.094 0.06
H -1.810 1.487 -0.011 0.07
```